# 1
# C2H9OS

A cluster of 2 separate species, C2H9OS in total in a non-equilibrium geometry (ωB97M-V/def2-TZVPD, the OMol25 dataset).

Calculated values
HOMO energy = -15.51 eV
Largest force on an atom = 0.0610 hartree/bohr
LUMO energy = -3.880 eV
Kohn-Sham gap = 0.4272 hartree
Net charge = +1
ΔE to the lowest compared entry with this formula, charge and spin = 86.5 kJ/mol

Last column: Mulliken charge in e.
Positions of all 13 atoms, in Å:
O: -3.119 -0.051 0.131  -0.657
H: -3.151 0.344 -0.746  0.335
H: -3.635 0.532 0.720  0.348
H: -0.683 -0.036 0.550  0.304
C: 1.694 -1.086 0.691  -0.782
S: 0.722 0.312 0.352  0.187
C: 0.518 0.557 -1.406  -0.779
H: 2.748 -0.749 0.890  0.338
H: 1.867 -1.787 -0.130  0.350
H: 1.510 -1.580 1.643  0.364
H: -0.443 0.192 -1.776  0.311
H: 0.688 1.592 -1.602  0.336
H: 1.172 -0.084 -2.031  0.343

# 2
# C24H16F5IrN3O3S3Se

A structure of composition C24H16F5IrN3O3S3Se in a non-equilibrium geometry (ωB97M-V/def2-TZVPD, the OMol25 dataset).

Calculated values
HOMO energy (spin up / spin down) = -3.40 / -3.40 eV
Largest force on an atom = 0.0728 hartree/bohr
LUMO energy (spin up / spin down) = 1.693 / 1.694 eV
Kohn-Sham gap (spin up / spin down) = 0.1872 / 0.1873 hartree
Net charge = -1
ΔE to the lowest compared entry with this formula, charge and spin = 255.5 kJ/mol

Last column: Mulliken charge in e.
Positions of all 56 atoms, in Å:
Ir: -1.485 -0.481 -0.633  0.737
C: -2.623 2.369 -0.420  -1.595
C: -3.375 1.496 0.524  1.380
C: -4.481 1.974 1.193  -0.901
C: -5.246 1.130 1.988  -0.894
C: -4.868 -0.217 2.106  1.086
C: -5.619 -1.136 2.861  -0.850
C: -5.204 -2.452 2.996  -0.615
C: -4.045 -2.871 2.388  -0.705
C: -3.285 -1.991 1.595  1.102
S: -1.896 -2.648 0.792  -0.428
C: -3.678 -0.643 1.444  -0.696
N: -2.948 0.218 0.684  0.053
H: -2.988 3.393 -0.386  0.396
H: -2.741 2.002 -1.441  0.344
H: -1.559 2.368 -0.190  0.207
H: -4.757 3.011 1.092  0.458
H: -6.131 1.485 2.495  0.398
H: -6.533 -0.794 3.328  0.347
H: -5.792 -3.146 3.579  0.372
H: -3.696 -3.888 2.483  0.413
C: 2.679 -0.679 -3.703  -1.334
N: 2.986 0.116 -2.551  0.320
C: 2.201 1.093 -2.032  -0.724
Se: 0.498 1.568 -2.602  -0.188
N: 2.867 1.627 -0.965  0.306
C: 4.056 0.968 -0.782  0.302
C: 5.081 1.135 0.134  -0.835
C: 6.170 0.276 0.017  -0.540
C: 6.229 -0.702 -0.964  -0.716
C: 5.209 -0.866 -1.893  -0.795
C: 4.122 -0.007 -1.795  1.045
H: 2.022 -0.106 -4.356  0.421
H: 2.159 -1.592 -3.407  0.403
H: 3.609 -0.921 -4.216  0.395
H: 2.464 2.319 -0.357  0.340
H: 5.030 1.882 0.910  0.470
H: 6.989 0.363 0.713  0.380
H: 7.089 -1.353 -1.016  0.385
H: 5.253 -1.643 -2.637  0.402
F: -0.857 1.449 1.988  -0.311
C: 0.203 0.659 1.713  0.475
C: 0.159 -0.216 0.615  -0.393
C: 1.348 -0.954 0.483  0.443
F: 1.492 -1.847 -0.512  -0.523
C: 2.444 -0.852 1.335  0.616
F: 3.532 -1.614 1.117  -0.444
C: 2.421 0.033 2.402  0.698
F: 3.469 0.150 3.238  -0.393
C: 1.278 0.796 2.583  -0.018
F: 1.214 1.681 3.598  -0.338
O: -2.676 -0.964 -4.402  -0.686
S: -2.252 -0.320 -3.188  0.939
O: -3.069 -0.684 -2.013  -0.660
O: -2.062 1.119 -3.288  -0.625
S: -0.406 -1.091 -2.645  -0.427

# 3
# C4H9NOS2

An isolated molecule of C4H9NOS2 in a non-equilibrium geometry (ωB97M-V/def2-TZVPD, the OMol25 dataset).

Calculated values
HOMO energy = -8.45 eV
Largest force on an atom = 0.0823 hartree/bohr
LUMO energy = 0.663 eV
Kohn-Sham gap = 0.3351 hartree
ΔE to the lowest compared entry with this formula, charge and spin = 266.8 kJ/mol

Last column: Mulliken charge in e.
Positions of all 17 atoms, in Å:
C: 1.391 1.166 0.051  -0.686
C: 2.185 0.302 0.982  -0.565
C: 0.080 -0.813 -0.369  -0.376
C: -2.818 -0.873 -0.017  -0.794
N: 0.102 0.527 -0.156  -0.310
O: 2.732 -1.781 -0.763  -0.564
S: -1.213 -1.792 0.458  -0.047
S: 1.804 -1.513 0.303  0.396
H: 1.135 2.230 0.327  0.354
H: 1.931 1.304 -0.907  0.266
H: 3.315 0.315 1.042  0.385
H: 1.844 0.499 2.002  0.304
H: 0.181 -1.116 -1.354  0.470
H: -2.526 0.138 -0.030  0.283
H: -3.499 -1.190 0.769  0.339
H: -2.877 -1.226 -1.119  0.237
H: -0.496 0.807 0.600  0.306

# 4
# C32H80O30Tl

A structure of composition C32H80O30Tl in a non-equilibrium geometry (ωB97M-V/def2-TZVPD, the OMol25 dataset).

Calculated values
HOMO energy (spin up / spin down) = -8.30 / -8.14 eV
Largest force on an atom = 0.1006 hartree/bohr
LUMO energy (spin up / spin down) = -0.729 / -2.579 eV
Kohn-Sham gap (spin up / spin down) = 0.2781 / 0.2044 hartree
Spin multiplicity = 2
Expectation value of S² = 0.80

Last column: Löwdin spin population.
Positions of all 143 atoms, in Å:
Tl: 1.428 -1.740 3.858  -0.001
C: -1.159 -0.605 -0.391  0.055
C: -0.539 -0.675 0.908  -0.008
C: -0.192 0.718 1.641  0.038
O: 0.308 0.717 2.759  0.124
C: -0.595 1.967 0.967  0.383
C: -1.258 1.939 -0.258  -0.014
C: -1.442 0.575 -1.005  -0.003
O: -2.084 0.400 -2.114  0.030
O: -1.554 3.064 -0.879  0.389
O: -0.250 -1.749 1.433  -0.022
H: -1.515 -1.534 -0.812  0.002
H: -0.372 2.903 1.457  0.015
C: -3.976 2.454 -3.918  0.000
C: -5.011 3.526 -4.365  0.000
O: -5.275 4.579 -3.463  0.000
O: -2.691 3.043 -3.710  -0.001
H: -3.898 1.648 -4.647  0.000
H: -4.257 2.002 -2.967  0.000
H: -5.967 3.019 -4.492  0.000
H: -4.775 3.797 -5.394  0.000
H: -6.197 4.837 -3.402  0.000
H: -2.148 2.360 -3.308  0.000
C: 3.344 4.206 -0.327  0.000
C: 2.559 3.014 -0.765  0.004
O: 2.128 3.078 -2.114  0.001
O: 3.781 3.987 1.013  0.000
H: 2.740 5.113 -0.344  0.000
H: 4.168 4.430 -1.004  0.000
H: 1.642 2.852 -0.199  0.004
H: 3.165 2.141 -0.521  0.000
H: 2.820 2.875 -2.746  0.000
H: 3.738 4.853 1.425  0.000
C: 4.923 -3.948 0.593  0.000
C: 3.566 -4.360 1.210  0.000
O: 2.679 -3.306 1.498  0.000
O: 5.780 -3.249 1.505  0.000
H: 4.893 -3.409 -0.354  0.000
H: 5.467 -4.857 0.335  0.000
H: 3.735 -4.902 2.140  0.000
H: 3.074 -5.004 0.481  0.000
H: 2.232 -3.056 0.686  0.000
H: 6.678 -3.340 1.177  0.000
C: 4.314 0.590 3.281  0.000
C: 3.507 0.869 1.991  0.000
O: 2.821 -0.339 1.606  0.000
O: 3.411 0.499 4.404  0.000
H: 4.881 1.470 3.583  0.000
H: 5.052 -0.210 3.347  0.000
H: 4.153 1.298 1.226  0.000
H: 2.676 1.562 2.122  0.000
H: 3.251 -0.701 0.828  0.000
H: 3.714 1.118 5.073  0.000
C: -0.871 3.533 4.462  0.001
C: -1.335 2.367 5.338  0.000
O: -0.724 2.403 6.626  0.000
O: 0.378 3.320 3.891  -0.001
H: -0.923 4.466 5.021  0.000
H: -1.558 3.645 3.623  0.001
H: -1.083 1.435 4.831  0.000
H: -2.422 2.423 5.389  0.000
H: -1.213 3.088 7.089  0.000
H: 0.428 2.515 3.371  -0.001
C: 1.456 -5.704 4.437  0.000
C: 0.671 -5.468 3.089  0.000
O: -0.122 -4.280 2.964  0.000
O: 2.234 -4.572 4.723  0.000
H: 2.011 -6.638 4.530  0.000
H: 0.766 -5.854 5.267  0.000
H: 0.069 -6.334 2.817  0.000
H: 1.486 -5.392 2.369  0.000
H: -0.978 -4.617 2.691  0.000
H: 3.086 -4.817 5.091  0.000
C: -1.534 -3.042 5.878  0.000
C: -2.075 -1.657 5.497  0.000
O: -1.540 -1.325 4.271  0.000
O: -0.137 -2.935 6.052  0.000
H: -1.795 -3.763 5.104  0.000
H: -2.135 -3.414 6.707  0.000
H: -2.072 -0.820 6.195  0.000
H: -3.134 -1.840 5.311  0.000
H: -2.112 -0.683 3.846  0.000
H: 0.069 -3.191 6.954  0.000
C: 0.840 5.100 -4.166  0.000
C: 0.739 3.986 -5.200  0.000
O: -0.310 4.135 -6.182  0.000
O: -0.050 4.793 -3.063  0.001
H: 0.516 6.059 -4.570  0.000
H: 1.804 5.229 -3.673  0.000
H: 0.730 2.980 -4.780  0.000
H: 1.685 3.962 -5.742  0.000
H: -0.077 3.497 -6.861  0.000
H: 0.433 4.189 -2.494  0.001
C: -2.969 -5.628 1.108  0.000
C: -2.771 -4.423 0.176  0.000
O: -1.374 -4.107 0.109  0.000
O: -2.557 -5.478 2.480  0.000
H: -2.441 -6.548 0.856  0.000
H: -4.028 -5.851 1.234  0.000
H: -3.145 -3.527 0.672  0.000
H: -3.196 -4.708 -0.786  0.000
H: -1.165 -3.354 0.667  0.000
H: -3.345 -5.203 2.953  0.000
C: -1.205 -0.269 -6.023  0.000
C: 0.039 -0.258 -5.106  0.000
O: 1.125 -1.083 -5.627  0.000
O: -1.034 -0.033 -7.409  0.000
H: -1.912 0.452 -5.612  0.000
H: -1.594 -1.286 -5.983  0.000
H: -0.318 -0.517 -4.109  0.000
H: 0.526 0.716 -5.134  0.000
H: 0.731 -1.944 -5.784  0.000
H: -1.093 -0.861 -7.890  0.000
C: 2.513 -0.765 -1.558  0.000
C: 1.672 -2.080 -1.885  0.001
O: 1.362 -2.752 -0.695  0.000
O: 3.748 -1.062 -1.026  0.000
H: 1.922 -0.156 -0.875  0.000
H: 2.799 -0.063 -2.341  0.000
H: 2.239 -2.766 -2.514  0.000
H: 0.786 -1.763 -2.434  0.000
H: 0.651 -2.298 -0.238  0.000
H: 4.297 -1.357 -1.756  0.000
C: 0.280 6.948 0.316  0.000
C: -0.550 5.770 0.989  -0.001
O: -1.918 5.942 0.751  0.000
O: -0.023 6.899 -1.070  0.000
H: 1.332 6.797 0.555  0.000
H: 0.020 7.959 0.631  0.000
H: -0.314 5.705 2.051  0.000
H: -0.257 4.817 0.549  -0.001
H: -2.258 6.536 1.423  0.000
H: 0.530 7.534 -1.530  0.000
C: -3.809 -4.099 -3.803  0.000
C: -2.947 -2.950 -3.326  0.000
O: -3.636 -2.033 -2.395  0.000
O: -4.753 -3.596 -4.748  0.000
H: -4.210 -4.579 -2.910  0.000
H: -3.234 -4.859 -4.331  0.000
H: -2.616 -2.436 -4.229  0.000
H: -2.008 -3.223 -2.844  0.000
H: -3.114 -1.227 -2.376  0.000
H: -5.451 -4.233 -4.920  0.000

# 5
# C7H8N2O

An isolated molecule of C7H8N2O in a non-equilibrium geometry (ωB97M-V/def2-TZVPD, the OMol25 dataset).

Calculated values
HOMO energy = -8.89 eV
Largest force on an atom = 0.2396 hartree/bohr
SMILES = C/C(=N\O)c1ccccn1
LUMO energy = 0.399 eV
Kohn-Sham gap = 0.3414 hartree
ΔE to the lowest compared entry with this formula, charge and spin = 482.8 kJ/mol

Last column: Mulliken charge in e.
Positions of all 18 atoms, in Å:
C: 1.941 1.548 0.302  -1.098
C: 1.218 0.164 0.097  0.255
N: 1.919 -0.879 -0.166  -0.399
O: 3.262 -0.624 -0.186  -0.368
C: -0.258 -0.021 0.030  0.538
C: -0.895 -1.191 0.204  -0.869
C: -2.204 -1.277 0.109  -0.268
C: -2.981 -0.126 -0.104  -0.398
C: -2.275 1.143 -0.172  -0.273
N: -0.987 1.177 -0.093  -0.387
H: 1.046 2.276 0.393  0.290
H: 2.516 1.270 1.022  0.462
H: 2.734 1.712 -0.693  0.229
H: 3.614 -1.400 -0.363  0.345
H: -0.296 -1.840 0.313  0.952
H: -2.628 -2.429 0.432  0.163
H: -4.059 -0.142 -0.290  0.351
H: -2.821 2.019 -0.304  0.473

no.,electronic energy (Eh)
1,-554.717092
2,-5513.924815
3,-1084.094656
4,-3696.549668
5,-456.110341